# 1
{"formula": "C29H17MnN6O3S5", "method": "ωB97M-V/def2-TZVPD", "species": ["Mn", "O", "C", "O", "C", "C", "C", "C", "C", "C", "N", "C", "C", "C", "C", "C", "C", "N", "H", "H", "H", "H", "H", "H", "H", "H", "H", "H", "S", "C", "C", "C", "C", "N", "C", "C", "C", "S", "C", "N", "H", "H", "S", "C", "S", "C", "N", "N", "C", "C", "C", "C", "C", "C", "S", "H", "H", "H", "H", "H", "O"], "xyz": [[0.396, -0.260, -0.680], [3.725, 3.602, 5.794], [3.761, 3.654, 4.443], [4.568, 4.355, 3.901], [2.756, 2.832, 3.694], [1.738, 2.106, 4.303], [0.834, 1.386, 3.548], [0.954, 1.355, 2.160], [1.973, 2.071, 1.542], [2.858, 2.812, 2.309], [0.048, 0.622, 1.330], [-1.166, 0.518, 1.692], [-2.142, -0.117, 0.806], [-3.469, -0.252, 1.177], [-4.348, -0.852, 0.289], [-3.862, -1.282, -0.931], [-2.517, -1.105, -1.228], [-1.675, -0.534, -0.376], [3.064, 2.969, 6.091], [1.618, 2.075, 5.380], [0.079, 0.801, 4.056], [2.047, 2.062, 0.460], [3.649, 3.373, 1.835], [-1.539, 0.949, 2.619], [-3.796, 0.104, 2.145], [-5.391, -0.979, 0.548], [-4.506, -1.757, -1.658], [-2.078, -1.430, -2.164], [0.376, -1.343, -2.723], [0.601, -3.023, -2.298], [0.736, -3.950, -3.332], [0.878, -5.307, -3.083], [0.993, -6.219, -4.186], [1.083, -6.932, -5.084], [0.897, -5.764, -1.758], [0.773, -4.847, -0.724], [0.621, -3.481, -0.964], [0.435, -2.407, 0.402], [1.030, -7.160, -1.456], [1.135, -8.276, -1.197], [0.726, -3.600, -4.356], [0.790, -5.198, 0.300], [4.143, -0.916, 4.702], [4.084, -0.601, 3.063], [2.828, -1.321, 2.101], [3.378, -0.396, 0.692], [4.434, 0.290, 0.957], [4.853, 0.170, 2.268], [6.016, 0.935, 2.593], [6.475, 1.867, 1.660], [7.597, 2.629, 1.934], [8.282, 2.477, 3.131], [7.828, 1.546, 4.048], [6.703, 0.774, 3.791], [2.687, -0.318, -0.916], [5.949, 1.985, 0.726], [7.934, 3.348, 1.199], [9.158, 3.077, 3.342], [8.350, 1.407, 4.987], [6.366, 0.055, 4.518], [0.241, 1.167, -1.309]], "homo_ha": [-0.17486, -0.17531], "e_tot_ev": -130930.9691, "lumo_ev": [0.7, 0.7], "total_charge": -1, "e_above_lowest_ev": 0.1560, "s_squared": 0.893, "multiplicity": 2, "homo_lumo_gap_ev": [5.482, 5.489]}

***

# 2
{"formula": "C29H18FN7O4SeTm", "method": "ωB97M-V/def2-TZVPD", "species": ["Tm", "Se", "N", "C", "C", "C", "C", "C", "N", "C", "C", "N", "C", "C", "C", "C", "C", "N", "H", "H", "H", "H", "H", "H", "C", "C", "C", "C", "N", "C", "C", "C", "C", "C", "C", "C", "H", "H", "H", "H", "H", "H", "H", "H", "F", "C", "C", "N", "C", "C", "O", "O", "C", "O", "N", "C", "O", "H", "H", "H", "H"], "xyz": [[0.271, -0.411, -0.863], [-7.813, -0.783, 0.147], [-6.533, -2.003, 0.177], [-5.411, -1.367, -0.035], [-4.109, -2.023, -0.090], [-3.957, -3.403, 0.073], [-2.699, -3.954, 0.008], [-1.617, -3.111, -0.210], [-1.749, -1.797, -0.363], [-2.977, -1.248, -0.315], [-3.075, 0.209, -0.516], [-1.930, 0.883, -0.759], [-2.005, 2.194, -0.972], [-3.195, 2.910, -0.927], [-4.361, 2.230, -0.669], [-4.310, 0.850, -0.468], [-5.509, 0.056, -0.218], [-6.711, 0.566, -0.153], [-4.838, -4.008, 0.245], [-2.539, -5.017, 0.125], [-0.606, -3.498, -0.260], [-1.079, 2.698, -1.216], [-3.186, 3.977, -1.102], [-5.320, 2.732, -0.627], [2.228, -2.180, 2.956], [3.464, -2.540, 2.434], [3.632, -2.601, 1.065], [2.563, -2.319, 0.217], [1.385, -1.912, 0.737], [1.232, -1.855, 2.066], [2.648, -2.456, -1.264], [3.664, -3.232, -1.822], [3.743, -3.398, -3.195], [2.807, -2.785, -4.015], [1.799, -2.015, -3.449], [1.674, -1.832, -2.069], [2.049, -2.127, 4.021], [4.293, -2.764, 3.094], [4.596, -2.856, 0.650], [0.264, -1.520, 2.424], [4.387, -3.738, -1.195], [4.528, -4.010, -3.620], [2.862, -2.907, -5.090], [1.090, -1.541, -4.120], [-0.367, 4.091, 3.518], [0.717, 4.238, 2.756], [0.788, 3.665, 1.559], [1.900, 3.780, 0.746], [1.943, 3.228, -0.591], [1.377, 1.842, -0.694], [0.916, 1.451, -1.810], [1.378, 1.063, 0.312], [3.016, 4.511, 1.150], [3.998, 4.637, 0.455], [2.897, 5.081, 2.398], [1.820, 5.029, 3.293], [1.853, 5.572, 4.364], [-0.040, 3.069, 1.201], [2.995, 3.164, -0.872], [1.459, 3.870, -1.327], [3.699, 5.614, 2.704]], "homo_ha": [-0.40748, -0.40748], "e_tot_ev": -146578.9342, "lumo_ev": [-3.9, -3.9], "total_charge": 1, "s_squared": 2.002, "multiplicity": 3, "homo_lumo_gap_ev": [7.213, 7.217]}

***

# 3
{"formula": "C29H19BrF11N6O11S2Sm", "method": "ωB97M-V/def2-TZVPD", "species": ["Sm", "C", "O", "C", "O", "N", "N", "H", "H", "H", "H", "H", "H", "O", "C", "O", "C", "C", "C", "C", "C", "C", "N", "C", "C", "C", "C", "C", "C", "N", "H", "H", "H", "H", "H", "H", "H", "H", "H", "H", "F", "C", "F", "F", "S", "O", "O", "N", "S", "O", "O", "C", "F", "F", "F", "F", "C", "C", "F", "C", "F", "C", "O", "C", "F", "C", "F", "Br", "C", "C", "N", "C", "C", "C", "C", "O", "O", "H", "H", "H"], "xyz": [[7.156, -16.860, -8.211], [10.552, -18.830, -5.436], [10.142, -19.565, -6.613], [9.433, -18.837, -7.419], [9.033, -17.726, -7.123], [9.179, -19.363, -8.621], [8.444, -18.547, -9.520], [10.955, -19.588, -4.818], [9.680, -18.302, -5.017], [11.244, -18.054, -5.749], [9.599, -20.260, -8.915], [7.916, -19.222, -10.099], [9.099, -17.893, -10.098], [12.406, -14.548, -2.062], [12.498, -15.117, -3.275], [13.523, -15.721, -3.540], [11.253, -15.124, -4.058], [9.987, -15.204, -3.393], [8.793, -15.170, -4.181], [8.881, -15.172, -5.568], [10.126, -15.222, -6.205], [11.292, -15.258, -5.436], [7.690, -15.059, -6.423], [6.860, -14.092, -6.169], [5.615, -13.995, -7.001], [4.660, -12.971, -6.778], [3.629, -12.831, -7.660], [3.445, -13.838, -8.614], [4.391, -14.833, -8.763], [5.481, -14.903, -7.952], [11.739, -13.824, -2.012], [9.909, -15.325, -2.358], [7.844, -15.097, -3.664], [10.173, -15.414, -7.309], [12.267, -15.421, -5.947], [6.987, -13.512, -5.238], [4.655, -12.328, -5.833], [2.883, -12.059, -7.550], [2.549, -13.827, -9.251], [4.200, -15.727, -9.404], [2.367, -19.054, -9.731], [3.423, -19.838, -9.840], [3.207, -20.768, -10.751], [3.673, -20.412, -8.645], [4.983, -18.941, -10.189], [5.309, -18.204, -8.981], [5.836, -19.991, -10.571], [4.503, -18.006, -11.326], [5.371, -16.822, -11.794], [4.519, -15.826, -12.285], [6.351, -16.392, -10.824], [6.373, -17.390, -13.214], [5.607, -17.583, -14.307], [7.056, -18.496, -12.983], [7.200, -16.388, -13.474], [3.642, -21.706, -4.310], [4.168, -20.628, -4.890], [5.221, -20.821, -5.784], [5.561, -22.027, -6.227], [5.923, -19.670, -6.179], [6.808, -19.815, -7.217], [5.658, -18.363, -5.746], [6.255, -17.268, -6.243], [4.530, -18.262, -4.853], [4.141, -17.039, -4.427], [3.872, -19.371, -4.396], [3.098, -19.272, -3.343], [9.773, -9.966, -10.195], [10.291, -11.739, -10.649], [11.369, -11.843, -11.516], [11.725, -13.021, -12.004], [11.079, -14.130, -11.643], [10.021, -14.113, -10.713], [9.610, -12.874, -10.172], [9.418, -15.437, -10.309], [9.616, -16.456, -11.012], [8.832, -15.457, -9.190], [11.839, -10.931, -11.831], [11.431, -15.014, -12.147], [8.854, -12.814, -9.398]], "homo_ha": [-0.31376, -0.31410], "e_tot_ev": -201356.3190, "lumo_ev": [-1.4, -1.4], "e_above_lowest_ev": 0.9324, "s_squared": 8.757, "multiplicity": 6, "homo_lumo_gap_ev": [7.116, 7.132]}

***

# 4
{"formula": "C29H19F3FeN6", "method": "ωB97M-V/def2-TZVPD", "species": ["Fe", "N", "C", "C", "C", "C", "C", "C", "C", "C", "C", "C", "C", "C", "N", "C", "C", "C", "C", "N", "H", "H", "H", "H", "H", "H", "H", "H", "H", "H", "N", "C", "C", "N", "C", "C", "N", "H", "H", "H", "H", "H", "F", "C", "F", "F", "C", "C", "C", "C", "C", "C", "C", "C", "H", "H", "H", "H"], "xyz": [[0.554, 2.293, -0.498], [-4.341, -6.294, 0.886], [-3.858, -5.270, 0.700], [-3.247, -3.988, 0.470], [-2.082, -3.648, 1.153], [-1.501, -2.411, 0.939], [-2.068, -1.521, 0.030], [-3.229, -1.869, -0.657], [-3.824, -3.097, -0.431], [-1.415, -0.211, -0.203], [-1.339, 0.678, 0.873], [-1.950, 0.587, 2.141], [-1.639, 1.742, 2.838], [-0.838, 2.514, 1.992], [-0.671, 1.897, 0.814], [-0.911, 0.062, -1.479], [-0.985, -0.714, -2.655], [-0.361, -0.001, -3.664], [0.105, 1.183, -3.085], [-0.238, 1.239, -1.791], [-1.640, -4.352, 1.845], [-0.592, -2.139, 1.461], [-3.675, -1.170, -1.353], [-4.733, -3.371, -0.949], [-2.577, -0.225, 2.472], [-1.959, 2.016, 3.829], [-0.388, 3.476, 2.190], [-1.461, -1.677, -2.737], [-0.248, -0.286, -4.696], [0.674, 1.978, -3.547], [1.512, 7.545, -0.898], [0.683, 6.519, -1.166], [1.030, 5.186, -0.866], [0.199, 4.194, -1.158], [-0.978, 4.471, -1.739], [-1.297, 5.789, -2.017], [-0.491, 6.799, -1.735], [2.401, 7.412, -0.453], [1.206, 8.479, -1.113], [1.981, 4.935, -0.409], [-1.636, 3.647, -1.969], [-2.245, 6.033, -2.481], [3.498, -6.233, 0.829], [3.583, -5.368, 1.847], [2.750, -5.797, 2.812], [4.828, -5.440, 2.342], [3.245, -3.960, 1.431], [2.915, -3.666, 0.118], [2.603, -2.362, -0.230], [2.615, -1.357, 0.738], [2.957, -1.665, 2.059], [3.273, -2.965, 2.401], [2.212, -0.036, 0.377], [1.839, 1.074, 0.041], [2.902, -4.449, -0.627], [2.343, -2.110, -1.250], [2.969, -0.879, 2.802], [3.539, -3.213, 3.421]], "homo_ha": [-0.41490, -0.41439], "e_tot_ev": -81853.1583, "lumo_ev": [-4.8, -4.7], "total_charge": 1, "e_above_lowest_ev": 0.2290, "s_squared": 0.785, "multiplicity": 2, "homo_lumo_gap_ev": [6.506, 6.607]}